[1]
Formula: C28H34IrN5S2
Source: the OMol25 dataset
Level of theory: ωB97M-V with the def2-TZVPD basis set

Last column: Mulliken spin population.
CARTESIAN COORDINATES (ANGSTROEM)
Ir 0.1925 -0.3970 -0.4610  2.49
C -2.0474 0.7051 -2.6692  0.01
N -0.9479 1.2688 -1.8688  0.25
C 0.1016 1.7866 -2.7757  0.00
C -1.4000 2.3096 -0.9618  -0.10
C -1.7906 3.5422 -1.4581  0.00
C -2.0334 4.6101 -0.6070  0.01
C -1.8222 4.4216 0.7511  0.00
C -1.4720 3.1767 1.2531  0.01
C -1.3356 2.0577 0.4159  0.04
N -1.0733 0.7479 0.8189  0.22
C -1.2040 0.3354 2.1358  -0.06
C -1.9117 1.0029 3.1522  0.02
C -1.8854 0.5693 4.4690  -0.01
C -1.1772 -0.5654 4.8388  0.02
C -0.5810 -1.3126 3.8320  0.00
C -0.6228 -0.8927 2.5124  -0.02
N -0.2162 -1.7880 1.4475  0.15
C 0.9964 -2.5731 1.7138  0.00
C -1.3464 -2.7008 1.1664  0.01
H -2.5265 1.4930 -3.2609  0.00
H -2.7818 0.2524 -2.0056  -0.01
H -1.6531 -0.0634 -3.3298  0.00
H -0.2999 2.5654 -3.4308  0.00
H 0.4691 0.9641 -3.3835  0.00
H 0.9227 2.1938 -2.1920  -0.01
H -1.8719 3.6782 -2.5299  0.00
H -2.3389 5.5705 -1.0001  0.00
H -1.9258 5.2533 1.4378  0.00
H -1.2803 3.0781 2.3100  0.00
H -2.5032 1.8707 2.9060  0.00
H -2.4345 1.1332 5.2132  0.00
H -1.1344 -0.8921 5.8691  0.00
H -0.1069 -2.2564 4.0735  0.00
H 0.8397 -3.3217 2.4970  0.00
H 1.8034 -1.9050 2.0098  0.00
H 1.2801 -3.0818 0.7932  -0.01
H -1.6155 -3.2430 2.0789  0.00
H -1.0583 -3.4051 0.3914  0.00
H -2.2014 -2.1173 0.8284  -0.01
S 2.2127 -0.6024 -1.6711  0.45
C 1.6995 -1.3340 -3.1744  0.02
C 2.4954 -1.2085 -4.3241  0.00
C 2.1010 -1.7632 -5.5237  0.01
C 0.8908 -2.4574 -5.6025  0.02
C 0.0966 -2.5868 -4.4820  -0.02
C 0.4844 -2.0267 -3.2543  0.02
S -0.5071 -2.2289 -1.8309  0.44
H 3.4293 -0.6635 -4.2531  0.00
H 2.7290 -1.6588 -6.3996  0.00
H 0.5732 -2.8941 -6.5411  0.00
H -0.8421 -3.1258 -4.5351  0.00
N 1.8003 0.6220 1.0706  0.04
C 2.5205 0.5958 1.9764  0.01
N 3.2562 0.5764 3.0648  0.00
C 4.7116 0.7664 3.0287  0.00
C 5.3813 -0.3270 3.8471  0.00
C 4.7819 -0.4086 5.2514  0.00
C 3.2683 -0.6131 5.1907  0.00
C 2.6127 0.4948 4.3857  0.00
H 4.9399 1.7530 3.4455  0.00
H 5.0321 0.7582 1.9895  0.00
H 6.4541 -0.1304 3.8917  0.00
H 5.2451 -1.2826 3.3321  0.00
H 4.9965 0.5222 5.7895  0.00
H 5.2527 -1.2136 5.8168  0.00
H 2.8319 -0.6375 6.1908  0.00
H 3.0465 -1.5724 4.7121  0.00
H 2.7440 1.4593 4.8888  0.00
H 1.5440 0.3402 4.2396  0.00

Cartesian forces (eV/Å) of the 2 atoms listed first:
Ir -0.17 -0.26 -0.50
C -0.01 0.05 0.20

Values from the calculation:
Net charge   0
Lowest unoccupied orbital energy (spin up / spin down)   0.6 / -0.7 eV
Relative energy (zero: lowest compared OMol25 entry of this formula, charge and spin)   4.5 kcal/mol
HOMO energy (spin up / spin down)   -0.2195 / -0.2476 Ha
Kohn-Sham gap (spin up / spin down)   6.556 / 6.016 eV
2S+1   5


[2]
Formula: C28H34MnN2S2Si2
Source: the OMol25 dataset
Level of theory: ωB97M-V with the def2-TZVPD basis set

Last column: Mulliken spin population.
CARTESIAN COORDINATES (ANGSTROEM)
Mn -1.3211 -0.7229 -1.7729  4.27
S 0.9018 -1.0768 -1.9976  0.10
C 1.3464 -0.9088 -0.3473  0.24
N 2.6385 -0.5840 -0.0434  0.18
C 2.9875 -0.3230 1.3307  0.00
C 2.2467 -1.2899 2.2487  0.00
N 0.8347 -1.2048 1.9860  0.18
C -0.0571 -1.1243 3.1214  -0.01
C 0.1555 0.1516 3.8979  0.00
C -0.1219 1.3786 3.3047  0.01
C 0.0459 2.5533 4.0142  0.00
C 0.5024 2.5121 5.3222  0.00
C 0.7920 1.2951 5.9151  0.00
C 0.6237 0.1204 5.2032  0.00
C 0.4131 -1.0716 0.6964  0.18
S -1.2785 -1.1335 0.4139  0.13
C 3.7331 -0.5860 -0.9890  -0.02
C 4.5976 -1.8048 -0.7734  0.01
C 5.8932 -1.7050 -0.2891  0.00
C 6.6455 -2.8469 -0.0612  0.00
C 6.1029 -4.0957 -0.3048  0.00
C 4.8063 -4.2035 -0.7812  0.00
C 4.0588 -3.0639 -1.0112  0.00
H 2.7104 0.7081 1.5952  0.01
H 4.0663 -0.4474 1.4458  0.00
H 2.4183 -1.0225 3.2927  0.00
H 2.6084 -2.3155 2.0765  0.00
H 0.1059 -2.0032 3.7570  0.00
H -1.0830 -1.1502 2.7468  0.00
H -0.4905 1.4092 2.2883  0.00
H -0.1919 3.5031 3.5546  0.00
H 0.6182 3.4261 5.8862  0.00
H 1.1426 1.2582 6.9363  0.00
H 0.8358 -0.8299 5.6739  0.00
H 4.3082 0.3367 -0.8443  0.00
H 3.3207 -0.5908 -2.0000  0.00
H 6.3266 -0.7319 -0.1012  0.00
H 7.6565 -2.7601 0.3104  0.00
H 6.6960 -4.9845 -0.1394  0.00
H 4.3801 -5.1778 -0.9741  0.00
H 3.0485 -3.1455 -1.3869  0.00
C -4.5607 -1.5963 -0.7850  0.01
Si -3.6153 -0.8043 -2.3115  -0.06
C -4.5124 -1.6364 -3.8206  0.00
C -4.2087 1.0529 -2.2845  0.00
C -5.5486 1.4099 -2.2447  0.00
C -5.9325 2.7389 -2.1876  0.00
C -4.9727 3.7354 -2.1809  0.00
C -3.6339 3.3914 -2.2266  0.01
C -3.2398 2.0615 -2.2701  -0.03
Si -1.3848 1.5373 -2.2699  -0.24
C -0.5900 2.4476 -0.7233  0.00
C -0.5441 2.3851 -3.7977  0.00
H -5.6328 -1.4788 -0.9073  0.00
H -4.2777 -1.1194 0.1508  0.00
H -4.3538 -2.6588 -0.6927  0.00
H -5.5813 -1.5051 -3.7034  0.00
H -4.3119 -2.7010 -3.8726  0.00
H -4.2216 -1.1921 -4.7646  0.00
H -6.3078 0.6433 -2.2502  0.00
H -6.9802 2.9988 -2.1470  0.00
H -5.2669 4.7748 -2.1354  0.00
H -2.8865 4.1711 -2.2210  0.00
H -0.6615 3.5226 -0.8466  -0.01
H 0.4606 2.1938 -0.6042  0.00
H -1.1138 2.1822 0.1930  0.00
H -0.6585 3.4593 -3.7139  0.00
H -1.0008 2.0728 -4.7292  0.00
H 0.5157 2.1627 -3.8549  0.00

Cartesian forces (eV/Å) of the 2 atoms listed first:
Mn 0.37 -1.05 -0.93
S 0.74 0.04 -0.52

Values from the calculation:
Net charge   0
Lowest unoccupied orbital energy (spin up / spin down)   -0.1 / -1.1 eV
Relative energy (zero: lowest compared OMol25 entry of this formula, charge and spin)   10.5 kcal/mol
HOMO energy (spin up / spin down)   -0.2549 / -0.2874 Ha
Kohn-Sham gap (spin up / spin down)   6.795 / 6.741 eV
2S+1   6


[3]
Formula: C28H34MnN5O8P2
Source: the OMol25 dataset
Level of theory: ωB97M-V with the def2-TZVPD basis set

Last column: Mulliken spin population.
CARTESIAN COORDINATES (ANGSTROEM)
Mn -0.1631 0.5486 0.0579  3.76
C 3.1288 1.4747 1.2279  0.02
N 2.4455 1.4023 -0.0428  0.02
C 3.1867 1.1033 -1.2473  0.01
C 2.1637 0.9967 -2.3334  0.03
N 0.8868 0.8386 -2.0925  0.04
C 0.2447 1.0071 -3.2964  -0.01
C -1.1123 1.1054 -3.5811  0.01
C -1.4641 1.2451 -4.9055  0.00
C -0.5063 1.3069 -5.9203  0.00
C 0.8472 1.2995 -5.6451  0.00
C 1.2095 1.1763 -4.3127  0.00
N 2.4212 1.1880 -3.6556  0.00
C 2.0690 1.4915 2.2849  0.04
N 0.8589 1.0197 2.1232  -0.01
C 0.1868 1.2714 3.3013  0.03
C -1.1270 1.0118 3.6746  -0.01
C -1.5075 1.3970 4.9434  0.00
C -0.6203 2.0047 5.8352  0.00
C 0.6883 2.2624 5.4816  0.00
C 1.0720 1.9010 4.2012  -0.01
N 2.2633 2.0181 3.5207  0.00
H 3.7637 2.3732 1.3353  0.00
H 3.7711 0.5927 1.3423  0.00
H 1.8873 2.2482 -0.1724  -0.01
H 3.7248 0.1556 -1.1219  0.00
H 3.9273 1.8765 -1.5358  0.00
H -1.8398 1.1021 -2.7859  0.01
H -2.5067 1.3107 -5.1733  0.00
H -0.8381 1.3866 -6.9444  0.00
H 1.5786 1.3828 -6.4345  0.00
H 3.3205 1.3556 -4.0736  0.00
H -1.8190 0.5556 2.9830  0.00
H -2.5222 1.2232 5.2603  0.00
H -0.9719 2.2792 6.8192  0.00
H 1.3813 2.7345 6.1604  0.00
H 3.0904 2.4920 3.8452  0.00
O -4.1841 1.6897 -0.9145  0.00
P -3.1103 2.0132 0.2483  0.02
O -3.7509 2.3319 1.5259  0.00
O -2.1168 0.8652 0.1973  0.06
O -2.3899 3.3000 -0.4606  0.01
P -0.8937 3.7248 -0.0097  -0.01
O -0.4646 4.5633 -1.3172  0.00
O -0.7804 4.5223 1.2045  0.00
O -0.0587 2.4391 -0.0753  -0.09
H -5.0420 1.9493 -0.5845  0.00
H -0.7550 4.1309 -2.1205  0.00
C -2.0674 -1.5901 -2.3142  -0.01
C -2.4871 -2.6241 -1.2744  0.01
C -3.3187 -2.0141 -0.1426  0.00
C -1.2882 -3.3261 -0.6852  0.03
C -1.2495 -4.7043 -0.8076  -0.02
C -0.2498 -5.4657 -0.2359  0.03
C 0.7167 -4.8184 0.5091  -0.02
C 0.7304 -3.4423 0.6552  0.02
C 1.8249 -2.8517 1.5098  0.00
C 2.7512 -1.9788 0.6682  0.00
C 1.2401 -2.0875 2.6941  0.01
C -0.2621 -2.6319 0.0277  -0.04
O -0.2103 -1.3179 0.1028  0.06
H -2.9384 -1.0557 -2.6868  0.00
H -1.5602 -2.0682 -3.1535  0.00
H -1.3804 -0.8791 -1.8520  0.03
H -3.1134 -3.3745 -1.7748  0.00
H -2.7967 -1.1619 0.2871  0.01
H -3.4744 -2.7573 0.6386  0.00
H -4.2897 -1.6802 -0.5052  0.00
H -2.0293 -5.1963 -1.3726  0.00
H -0.2435 -6.5390 -0.3395  0.00
H 1.4992 -5.3955 0.9822  0.00
H 2.4151 -3.6830 1.9110  0.00
H 2.1922 -1.1280 0.2731  0.01
H 3.1526 -2.5613 -0.1573  0.00
H 3.5793 -1.6225 1.2775  0.00
H 0.5898 -1.2935 2.3327  0.00
H 2.0364 -1.6569 3.3005  0.00
H 0.6558 -2.7611 3.3169  0.00

Cartesian forces (eV/Å) of the 2 atoms listed first:
Mn -0.24 0.58 0.08
C 0.24 -0.02 -0.14

Values from the calculation:
Net charge   0
Lowest unoccupied orbital energy (spin up / spin down)   -2.1 / -0.2 eV
HOMO energy (spin up / spin down)   -0.2825 / -0.2849 Ha
Kohn-Sham gap (spin up / spin down)   5.581 / 7.531 eV
2S+1   5


Across the entries above, calculated total energy takes the values -2261.76738 -3723.24862 -3797.19968 a.u., respectively.